Entry 1:
{
  "formula": "C48H59BiF4N6",
  "method": "wB97M-V/def2-TZVPD",
  "symbols": ["Bi", "F", "F", "F", "F", "N", "N", "N", "N", "N", "N", "C", "C", "C", "C", "C", "C", "C", "C", "C", "C", "C", "C", "C", "C", "C", "C", "C", "C", "C", "C", "C", "C", "C", "C", "C", "C", "C", "C", "C", "C", "C", "C", "C", "C", "C", "C", "C", "C", "C", "C", "C", "C", "C", "C", "C", "C", "C", "C", "H", "H", "H", "H", "H", "H", "H", "H", "H", "H", "H", "H", "H", "H", "H", "H", "H", "H", "H", "H", "H", "H", "H", "H", "H", "H", "H", "H", "H", "H", "H", "H", "H", "H", "H", "H", "H", "H", "H", "H", "H", "H", "H", "H", "H", "H", "H", "H", "H", "H", "H", "H", "H", "H", "H", "H", "H", "H", "H"],
  "positions_angstrom": [[0.0262, -0.2210, -0.1623], [-4.2401, -0.4468, -2.0735], [-1.9802, -3.1160, 1.1510], [-4.2734, -3.4069, 2.4814], [-6.5050, -0.8418, -0.7770], [-1.6821, 0.7047, 1.0316], [-1.7751, -1.7442, -1.1464], [2.3170, 0.5065, 0.0863], [0.5703, -0.8398, 1.9984], [0.0040, 1.9984, -0.9255], [0.7765, -1.9751, -2.5851], [-4.1947, 1.2763, 4.6708], [2.9653, -1.2463, 1.6463], [-1.1657, 2.6057, -1.2536], [-0.9174, 3.6495, -2.2207], [-5.0698, 2.2630, 0.9038], [-2.9903, -1.8357, -0.5677], [5.7955, -0.8071, 0.3752], [1.8067, -1.6650, -3.5714], [5.8546, -2.1456, -0.3684], [-1.6907, -1.5345, -2.5896], [-0.3180, -1.1531, 2.9789], [-2.3949, 2.3264, -0.6549], [1.0031, 2.6262, -1.6143], [-5.3947, -1.4395, -0.3018], [-3.8327, 1.4886, 1.2287], [0.3178, -2.0104, 3.9522], [-4.2796, -2.7018, 1.3303], [-1.6281, -0.6960, 3.0372], [-4.2150, -1.2676, -0.9942], [-5.4688, -2.1627, 0.8714], [3.2386, -0.3245, 0.6323], [-2.6136, 1.5175, 0.4483], [1.4260, -0.4983, -4.4747], [1.7640, -1.4267, 2.3186], [-3.0984, -2.5499, 0.6496], [4.5428, -0.0507, 0.0637], [1.2410, -2.9117, -1.5566], [4.3734, 0.9730, -0.8214], [2.6868, -2.9523, 4.2340], [-4.4992, 0.3923, 3.4568], [-4.9877, 3.7268, 1.3500], [-3.5971, 0.6833, 2.2999], [5.9381, 2.9375, -0.9475], [-0.5194, -2.3290, -3.1719], [0.4316, 3.6750, -2.4305], [-1.0707, -3.9191, 4.7928], [1.6025, -2.1928, 3.5364], [3.5327, -2.0548, 5.1431], [1.2056, 4.5705, -3.3457], [-2.7436, 3.7337, -3.9440], [-1.9773, 4.4930, -2.8551], [5.4203, 1.6694, -1.6336], [-2.2472, 0.1781, 2.1566], [-0.3530, -2.6116, 5.1464], [1.4827, 3.9170, -4.7037], [2.3525, 2.2973, -1.5655], [2.9640, 1.3109, -0.7966], [1.7180, -4.2755, -2.0529], [5.8491, -1.9845, -1.4477], [0.9204, -4.8191, -2.5616], [-5.5356, 0.5370, 3.1476], [-1.5229, 5.3874, -3.2850], [-5.2569, 2.2115, -0.1719], [2.2393, -3.7542, 4.8245], [-4.3278, 2.3308, 4.4247], [-4.8706, 3.7930, 2.4326], [-3.5384, 4.3507, -4.3651], [2.0401, -4.8793, -1.2032], [4.9891, -2.7637, -0.1224], [-2.5899, -1.8985, -3.0922], [6.2524, 0.9861, -1.8153], [-4.4095, -0.6590, 3.7383], [-4.1314, 4.2274, 0.8954], [-4.8545, 1.0335, 5.5049], [-6.3974, -2.2909, 1.4061], [6.7566, -2.7016, -0.1090], [-1.5830, -4.3308, 5.6636], [0.4165, -3.0442, -0.8528], [2.0643, -2.4275, -1.0152], [2.5622, -4.1857, -2.7374], [4.0116, -1.2620, 4.5666], [-0.7277, -3.3965, -3.0448], [6.6643, -0.2020, 0.1096], [5.0149, 1.9232, -2.6163], [4.3092, -2.6298, 5.6495], [0.7496, -0.8018, -5.2746], [2.0537, 4.5839, -5.3511], [2.3188, -0.0780, -4.9402], [-3.1928, 2.8235, -3.5433], [-2.6786, 4.8398, -2.0916], [0.3880, -2.7929, 5.9278], [3.8054, -1.8252, 2.0104], [-1.0716, -1.9026, 5.5636], [0.6528, 5.4994, -3.4976], [3.0053, 2.8802, -2.2043], [0.9393, 0.2906, -3.9023], [-5.8913, 4.2702, 1.0707], [-5.9255, 1.7845, 1.3830], [3.3304, -3.4384, 3.4967], [-0.3576, -4.6617, 4.4312], [-1.5854, -0.4759, -2.8886], [5.1289, 3.6530, -0.7940], [-2.2255, -1.0418, 3.8708], [-1.8066, -3.7573, 4.0031], [-3.1628, 1.1422, 4.9999], [2.9081, -1.5796, 5.9010], [2.0459, 2.9902, -4.5813], [2.0423, -2.5360, -4.2016], [-2.0725, 3.4416, -4.7532], [0.5473, 3.6691, -5.2078], [5.8645, -0.9837, 1.4518], [-3.2499, 2.8819, -1.0185], [2.7179, -1.4195, -3.0160], [-0.4768, -2.1408, -4.2474], [6.7149, 3.4185, -1.5436], [6.3553, 2.6971, 0.0316], [2.1500, 4.8517, -2.8738]],
  "lumo_ha": -0.0410,
  "orbital_gap_ev": 5.55,
  "largest_force_ev_per_a": 0.41,
  "charge": 0,
  "relative_energy_kcal_mol": 1.98
}



Entry 2:
{
  "formula": "C48H59Cl2F10N3O2SeTeV",
  "method": "wB97M-V/def2-TZVPD",
  "symbols": ["Te", "Se", "V", "Cl", "Cl", "F", "F", "F", "F", "F", "F", "F", "F", "F", "F", "O", "O", "N", "N", "N", "C", "C", "C", "C", "C", "C", "C", "C", "C", "C", "C", "C", "C", "C", "C", "C", "C", "C", "C", "C", "C", "C", "C", "C", "C", "C", "C", "C", "C", "C", "C", "C", "C", "C", "C", "C", "C", "C", "C", "C", "C", "C", "C", "C", "C", "C", "C", "C", "H", "H", "H", "H", "H", "H", "H", "H", "H", "H", "H", "H", "H", "H", "H", "H", "H", "H", "H", "H", "H", "H", "H", "H", "H", "H", "H", "H", "H", "H", "H", "H", "H", "H", "H", "H", "H", "H", "H", "H", "H", "H", "H", "H", "H", "H", "H", "H", "H", "H", "H", "H", "H", "H", "H", "H", "H", "H", "H"],
  "positions_angstrom": [[-0.5062, 0.7279, 3.5140], [0.5822, -1.6084, -0.1458], [-1.2713, -0.2613, 0.9738], [1.2700, -2.0123, 2.8073], [2.6776, -3.9182, 4.5611], [-2.4257, -3.1858, 6.4752], [-4.5093, 5.8253, 0.7579], [-1.3456, 2.3393, 0.7655], [-1.9467, 4.8999, 0.3898], [0.5681, 1.3813, 6.7462], [1.6144, 0.5460, 3.9831], [-6.4196, 4.0269, 1.5245], [-1.5202, -2.2748, 8.7897], [-0.0132, -0.0225, 8.9926], [-5.9126, 1.5011, 1.8896], [0.9089, 1.0828, 1.0320], [-1.8709, -0.0979, -0.9360], [-1.7485, -1.6582, 3.9881], [-2.3912, -2.3560, 1.0889], [-3.1190, 0.4645, 1.4732], [0.0878, 2.7311, 3.9219], [5.4740, -1.7941, -2.5082], [-2.2106, -3.1648, -0.1283], [-0.1305, -2.1293, -6.8074], [-4.2059, 4.5212, 0.9295], [-2.4307, -2.8657, 3.6416], [-0.0425, -1.7249, -4.3008], [2.0941, -0.4579, -0.2868], [2.0562, -2.0679, -5.6325], [5.5243, -0.3574, -1.9893], [2.5778, -2.2343, 3.9558], [-3.7816, -1.8564, 1.0779], [-4.0123, -0.6086, 1.9061], [-1.3562, -1.3997, 5.2354], [1.9497, 0.8069, 0.3356], [0.4771, -1.9128, -3.0202], [-4.8624, 2.2644, 1.4859], [4.1407, 1.2784, -0.6220], [4.2716, 0.0034, -1.1917], [3.0229, 3.1191, 0.7203], [-1.1546, -0.8972, -4.4012], [-1.6336, -2.0761, 6.4464], [-3.5251, 1.4131, -2.4160], [3.2077, -0.8642, -1.0049], [-3.5710, 1.7153, 1.3002], [-5.1580, 3.6061, 1.3109], [1.7116, 3.8325, 0.3549], [-3.0024, 0.6173, -3.6200], [-1.2778, -0.5184, -2.0186], [0.4783, -3.9732, -5.2660], [-1.7781, -0.2705, -3.3198], [6.7713, -0.2096, -1.1060], [-0.1092, -1.3150, -1.9272], [-4.1474, -0.2677, -4.1361], [-0.1394, 0.2423, 6.6153], [5.6520, 0.5797, -3.2008], [4.1709, 4.0008, 0.2240], [-2.9204, 4.0480, 0.7432], [3.0495, 1.7138, 0.1111], [-1.1919, -1.6033, 7.6666], [3.1483, 2.9696, 2.2455], [-2.1233, -3.2859, 2.2156], [0.5772, -2.4559, -5.4930], [-2.6365, 2.7177, 0.9221], [-2.6339, 1.6475, -4.7024], [-2.4543, 1.4487, 4.2141], [-0.4364, -0.4542, 7.7779], [-0.5547, -0.2125, 5.3931], [-2.3401, -2.5479, -1.0133], [4.9586, 1.9762, -0.7694], [-0.6836, 3.2186, 4.5121], [1.0287, 2.6951, 4.4549], [2.5225, -2.6096, -6.4634], [6.3879, -2.0162, -3.0676], [2.3842, -1.5653, 4.7842], [-1.7917, 2.2582, -4.3678], [-4.4273, -1.0022, -3.3758], [4.7664, 0.4927, -3.8359], [-2.9482, -3.9801, -0.1501], [-4.4724, -2.6499, 1.4027], [5.3925, -2.5112, -1.6872], [-2.1026, -3.7212, 4.2429], [-2.6980, -4.2091, 2.0308], [-2.2964, 1.7644, 5.2455], [-4.3237, 2.0815, -2.7589], [-1.5805, -0.7333, -5.3842], [-1.2171, -3.6063, -0.1462], [3.5108, -2.0030, 3.4616], [-5.0281, 0.3426, -4.3682], [1.6596, 4.8070, 0.8535], [6.6916, -0.8577, -0.2293], [6.8856, 0.8178, -0.7526], [4.0384, 5.0103, 0.6262], [-2.8013, 2.3037, 3.6341], [6.5368, 0.3274, -3.7987], [3.2148, -1.8667, -1.4157], [7.6767, -0.4827, -1.6617], [4.1822, 4.0707, -0.8683], [4.6238, -1.9409, -3.1804], [-3.8557, -0.8100, -5.0400], [-3.8383, -0.8214, 2.9631], [5.7376, 1.6221, -2.8852], [-3.2030, 0.6604, 4.2013], [2.6126, -2.2965, -4.7210], [0.8528, 3.2363, 0.6498], [-2.7360, 2.0154, -1.9641], [5.1453, 3.6348, 0.5623], [2.1512, -0.9951, -5.8197], [-0.0517, -1.0654, -7.0477], [-3.4855, 2.3084, -4.8932], [-0.5677, -4.2698, -5.1513], [-1.1891, -2.3982, -6.7678], [2.4149, 2.2637, 2.6337], [0.9071, -4.5222, -6.1126], [-4.0147, -1.6021, 0.0426], [0.3314, -2.6962, -7.6213], [1.3516, -2.5370, -2.8605], [1.0097, -4.2706, -4.3596], [0.2126, 3.2312, 2.9603], [1.6578, 3.9926, -0.7273], [-5.0645, -0.3713, 1.7839], [3.0115, 3.9389, 2.7433], [-1.0642, -3.5410, 2.1558], [-3.5233, -2.7956, 3.7822], [-3.9206, 0.7668, -1.6349], [4.1408, 2.5838, 2.4999], [-2.3559, 1.1762, -5.6479]],
  "lumo_ha": [0.1375, 0.1375],
  "orbital_gap_ev": [5.63, 5.77],
  "largest_force_ev_per_a": 2.15,
  "spin_multiplicity": 4,
  "charge": -2,
  "relative_energy_kcal_mol": 6.93,
  "s2": 3.76
}